[1]
ORCA calculation (ωB97M-V/def2-TZVPD) on a cluster of 2 separate species, C5H14N2 in total at a distorted geometry.

Results
E_HOMO = -9.155 eV
Energy relative to the best compared isomer or geometry (same formula, charge and spin) = 1.8888 eV
Kohn-Sham gap = 10.227 eV
Total charge = 0
SMILES string = C=NC.CCCN
Spin multiplicity = 1

```
21
C5H14N2 (ωB97M-V/def2-TZVPD)
N 2.011 1.561 -1.889
N -0.430 -2.114 0.600
C -0.364 -2.135 -0.671
C -0.331 1.402 1.231
C -1.674 -2.642 1.150
C 0.380 0.867 -0.013
C 1.338 1.910 -0.633
H -0.844 2.337 1.097
H 2.428 2.408 -2.283
H -1.508 -2.951 2.203
H -2.055 -3.568 0.624
H 2.157 2.040 0.119
H 0.794 2.864 -0.711
H 1.372 1.196 -2.592
H -1.084 -2.611 -1.346
H -2.438 -1.901 1.235
H -0.372 0.583 -0.776
H 0.422 1.534 2.015
H 0.339 -1.434 -1.182
H 0.970 -0.002 0.213
H -1.112 0.654 1.608
```

Now the Löwdin charges, all in e: -0.027, -0.070, -0.086, -0.112, -0.160, -0.302, -0.315, 0.056, 0.064, 0.071, 0.088, 0.118, 0.102, 0.057, 0.075, 0.057, 0.096, 0.073, 0.061, 0.073, 0.083

=====

[2]
ORCA calculation (ωB97M-V/def2-TZVPD) on the ion C4H6N with charge +1 at a distorted geometry.

Results
E_HOMO = -16.106 eV
Energy relative to the best compared isomer or geometry (same formula, charge and spin) = 5.4985 eV
Kohn-Sham gap = 10.031 eV
Total charge = +1
Spin multiplicity = 1

```
11
C4H6N (ωB97M-V/def2-TZVPD)
N 0.341 0.127 0.442
C 1.367 -0.651 -0.358
C -1.087 0.304 0.263
C 1.062 -0.954 1.092
C 1.615 -1.808 1.811
H 2.208 -0.115 -0.532
H 0.788 0.999 0.722
H -1.557 -0.600 -0.226
H -1.618 0.414 1.267
H 1.112 -1.356 -1.275
H -1.364 1.076 -0.367
```

Now the Löwdin charges, all in e: -0.019, 0.083, 0.027, -0.298, 0.336, 0.094, 0.203, 0.140, 0.149, 0.205, 0.082

=====

[3]
ORCA calculation (ωB97M-V/def2-TZVPD) on a structure of composition C7H14EuO4 at a distorted geometry.

Results
E_HOMO (spin up / spin down) = -12.045 / -12.020 eV
Kohn-Sham gap (spin up / spin down) = 7.606 / 7.643 eV
Total charge = +1
Spin multiplicity = 9

```
26
C7H14EuO4 (ωB97M-V/def2-TZVPD)
Eu 2.920 -0.591 -0.080
O 2.717 1.331 0.273
O 0.713 -0.390 0.771
O -5.525 0.953 0.861
O -4.475 -1.561 1.915
C 0.589 0.946 1.341
C -6.096 1.821 -0.084
C -0.224 -1.316 1.215
C -4.356 0.327 0.416
C 1.456 1.876 0.504
C -3.761 -0.508 1.533
C -0.176 -2.585 0.743
H -4.559 -0.323 -0.457
H -0.463 1.251 1.305
H -6.372 1.281 -1.006
H 0.933 0.890 2.385
H -3.604 1.076 0.098
H -7.000 2.252 0.364
H 0.925 2.086 -0.444
H -0.484 -1.145 2.264
H -3.624 0.131 2.437
H -0.802 -3.344 1.209
H 1.513 2.836 1.050
H -2.547 -0.803 1.370
H 0.324 -2.821 -0.197
H -5.400 2.637 -0.346
```

Now the Löwdin charges, all in e: 1.596, -0.462, -0.323, -0.179, 0.056, -0.159, -0.107, -0.222, -0.252, -0.315, -0.329, 0.063, 0.134, 0.134, 0.094, 0.138, 0.119, 0.097, 0.124, 0.135, 0.150, 0.080, 0.133, 0.143, 0.061, 0.090

=====

[4]
ORCA calculation (ωB97M-V/def2-TZVPD) on a structure of composition C50H41BiF4N8O4P2 at a distorted geometry.

Results
E_HOMO = -13.474 eV
Energy relative to the best compared isomer or geometry (same formula, charge and spin) = 0.2071 eV
Kohn-Sham gap = 5.937 eV
Total charge = +2
Spin multiplicity = 1

```
110
C50H41BiF4N8O4P2 (ωB97M-V/def2-TZVPD)
Bi 0.968 -1.039 -0.233
P -0.272 1.500 -0.090
P -1.538 -1.020 0.477
F 2.500 2.878 5.219
F 1.524 5.315 4.697
F 3.396 5.114 0.334
F 4.387 2.695 0.902
O 1.903 -2.682 1.456
O 1.016 -0.940 2.148
O 2.095 2.318 -0.597
O -0.182 -3.123 -0.170
N 1.549 -2.028 2.408
N 2.598 -0.193 5.034
N 0.311 -5.809 -2.271
N -0.070 7.639 3.595
N 1.353 7.176 -0.331
N 0.623 -4.555 -1.820
N 3.441 -0.165 0.895
N -1.760 0.582 -0.049
C -0.561 2.578 1.357
C -1.281 3.908 3.690
C -1.770 4.335 2.465
C 1.568 6.380 2.088
C -1.079 1.936 -2.704
C -0.468 4.641 -2.729
C 1.055 -6.491 -3.291
C -3.079 1.206 -0.111
C 3.042 1.899 -1.587
C -0.986 4.033 -3.863
C 2.675 3.414 4.019
C -0.451 2.798 3.753
C -3.834 -2.592 0.132
C -4.474 -3.504 -1.994
C -4.703 -3.347 -0.637
C -1.942 -1.236 2.230
C 1.475 -3.645 -2.489
C -2.004 -2.715 4.120
C 3.127 4.555 1.515
C 3.599 3.311 1.780
C 1.148 -3.194 -3.764
C 3.102 -1.796 -3.746
C 1.502 6.850 0.757
C 0.688 7.066 2.954
C -0.982 -5.382 -0.528
C 3.478 0.470 1.855
C 3.248 2.607 2.980
C -0.649 -6.323 -1.483
C -1.284 2.679 -3.852
C 3.418 -2.239 -2.471
C -1.212 -7.668 -1.715
C 2.940 0.460 4.158
C -0.592 2.547 -1.551
C 2.484 1.967 -3.000
C -3.373 -2.908 -2.593
C 2.192 4.661 3.755
C -2.740 -1.984 -0.472
C -1.752 -2.505 2.777
C -0.172 -4.260 -0.751
C 2.607 -3.169 -1.835
C 2.286 5.255 2.448
C -1.426 3.669 1.301
C -0.264 3.900 -1.579
C -2.507 -2.147 -1.834
C -0.089 2.137 2.591
C -2.436 -1.666 4.918
C -2.608 -0.403 4.376
C 3.315 1.225 3.030
C -2.356 -0.180 3.033
C 1.971 -2.273 -4.391
H 3.749 -1.092 -4.245
H -1.404 -3.306 2.141
H 1.648 1.283 -3.125
H 0.267 -3.570 -4.262
H -1.670 2.202 -4.741
H 0.136 4.385 -0.699
H 0.376 -6.897 -4.040
H 3.265 1.707 -3.707
H -1.723 -5.468 0.237
H -4.002 -2.471 1.192
H -5.559 -3.817 -0.176
H -1.635 -1.681 -2.279
H -2.444 5.176 2.419
H 3.322 0.880 -1.315
H -0.462 -8.444 -1.563
H 1.740 -5.796 -3.771
H -3.822 0.429 -0.292
H 3.936 2.527 -1.526
H 1.731 -1.935 -5.387
H 1.630 -7.313 -2.861
H -2.630 -1.833 5.966
H -0.216 5.690 -2.736
H 4.304 -1.880 -1.972
H -1.848 3.990 0.360
H 2.142 2.974 -3.225
H -5.153 -4.095 -2.588
H -3.105 1.910 -0.944
H 0.521 1.245 2.634
H 2.862 -3.552 -0.860
H -3.199 -3.045 -3.650
H 1.940 3.258 -0.759
H -3.342 1.741 0.804
H -1.861 -3.694 4.550
H -1.156 4.612 -4.757
H -2.942 0.412 4.999
H -1.567 4.425 4.593
H -1.310 0.878 -2.689
H -1.578 -7.754 -2.737
H -2.482 0.808 2.619
H -2.037 -7.849 -1.034
H -0.111 2.435 4.711
```

Atomic partial charges in e from the Löwdin method, atoms 1 to 99: 1.684, 0.937, 0.892, 0.151, 0.154, 0.137, 0.135, -0.129, -0.285, -0.207, -0.316, -0.167, 0.244, -0.045, 0.249, 0.239, 0.065, 0.166, -0.496, -0.326, -0.049, -0.049, -0.104, -0.112, -0.045, 0.029, -0.103, -0.287, -0.044, -0.142, -0.072, -0.061, -0.053, -0.049, -0.346, -0.239, -0.045, -0.125, -0.136, -0.009, -0.061, -0.160, -0.165, 0.086, -0.146, 0.001, -0.232, -0.053, -0.088, 0.013, -0.184, -0.361, -0.056, -0.061, -0.129, -0.344, -0.102, -0.381, -0.089, -0.001, -0.092, -0.118, -0.105, -0.109, -0.042, -0.048, -0.118, -0.074, -0.045, 0.115, 0.101, 0.058, 0.128, 0.115, 0.090, 0.108, 0.083, 0.124, 0.110, 0.117, 0.091, 0.120, 0.066, 0.102, 0.095, 0.088, 0.122, 0.118, 0.112, 0.117, 0.114, 0.119, 0.106, 0.082, 0.115, 0.086, 0.077, 0.120, 0.110

=====

[5]
ORCA calculation (ωB97M-V/def2-TZVPD) on a structure of composition C16H30MnN10O8P2 at a distorted geometry.

Results
E_HOMO (spin up / spin down) = -7.100 / -8.801 eV
Energy relative to the best compared isomer or geometry (same formula, charge and spin) = 0.0000 eV
Kohn-Sham gap (spin up / spin down) = 7.262 / 8.962 eV
Total charge = 0
Spin multiplicity = 6

```
67
C16H30MnN10O8P2 (ωB97M-V/def2-TZVPD)
Mn -0.407 -0.744 -1.385
P 0.405 2.288 -0.108
P 0.281 -0.057 1.789
O -0.671 -0.741 0.830
O 0.379 1.229 -1.208
O 0.600 1.475 1.297
O 0.065 -4.455 0.083
O 0.478 -2.524 -1.013
O -5.014 -4.774 -1.496
O -1.759 0.166 -2.604
O -3.947 0.235 -3.221
N 3.161 -2.708 -3.435
N 1.638 3.334 0.042
N 2.974 -1.528 -2.865
N 1.227 -1.741 -4.109
N 1.771 -0.705 2.099
N 1.777 -0.957 -3.175
N -0.337 0.108 3.311
N -0.965 3.195 0.025
N 3.681 -0.914 -1.885
N -1.858 -2.176 -1.820
C -0.306 -3.551 -0.657
C -2.981 -0.367 -2.760
C 2.622 -0.116 3.131
C 2.053 -2.795 -4.201
C -0.527 -1.186 3.999
C -4.138 -2.605 -2.346
C -1.571 0.920 3.379
C -1.008 4.323 0.979
C -2.199 2.959 -0.702
C -1.690 -3.363 -1.287
C 2.359 -1.786 1.344
C -3.990 -3.865 -1.720
C 1.880 4.301 -1.023
C -2.747 -4.271 -1.178
C -3.019 -1.795 -2.323
C 2.662 3.242 1.104
H -0.032 4.418 1.491
H 4.653 -1.170 -1.990
H -2.114 2.169 -1.466
H -2.443 0.325 3.078
H -1.213 5.291 0.463
H 2.027 0.429 3.882
H 3.414 2.472 0.905
H 2.212 3.065 2.105
H 0.394 -1.785 3.969
H -1.363 -1.790 3.572
H 1.707 5.347 -0.712
H 3.147 -1.436 0.659
H 3.210 -0.918 3.613
H 2.878 4.147 -1.480
H -1.502 1.771 2.679
H -5.081 -2.304 -2.839
H -0.715 -0.960 5.078
H 2.771 -2.542 2.040
H -1.672 1.350 4.367
H 1.589 -2.295 0.777
H 1.848 -3.627 -4.858
H -3.023 2.692 -0.002
H 3.567 0.099 -1.929
H -5.784 -4.565 -2.103
H 3.200 4.211 1.133
H 3.307 0.629 2.689
H -2.676 -5.248 -0.720
H -1.817 4.138 1.731
H -2.509 3.899 -1.218
H 1.146 4.138 -1.808
```

Now the Löwdin charges, all in e: 0.853, 0.544, 0.559, -0.273, -0.324, -0.286, 0.050, -0.220, 0.028, -0.181, 0.044, 0.126, -0.318, -0.278, 0.034, -0.305, 0.041, -0.307, -0.298, 0.121, 0.065, -0.523, -0.536, -0.100, -0.218, -0.098, 0.081, -0.091, -0.092, -0.082, -0.152, -0.086, -0.251, -0.093, 0.090, -0.171, -0.085, 0.077, 0.101, 0.069, 0.093, 0.093, 0.081, 0.077, 0.084, 0.080, 0.100, 0.092, 0.071, 0.092, 0.097, 0.064, 0.138, 0.098, 0.097, 0.082, 0.047, 0.098, 0.095, 0.107, 0.137, 0.093, 0.072, 0.130, 0.091, 0.096, 0.080

=====

[6]
ORCA calculation (ωB97M-V/def2-TZVPD) on a cluster of 2 separate species, C4H12N2 in total at a distorted geometry.

Results
E_HOMO = -9.546 eV
Energy relative to the best compared isomer or geometry (same formula, charge and spin) = 2.0176 eV
Kohn-Sham gap = 10.280 eV
Total charge = 0
SMILES string = [H]/N=C/N.CCC
Spin multiplicity = 1

```
18
C4H12N2 (ωB97M-V/def2-TZVPD)
N 1.285 -5.388 -1.410
N 1.317 -3.347 -0.182
C -0.386 2.431 0.815
C 0.204 3.786 0.279
C 0.685 -4.554 -0.578
C -1.677 1.929 0.142
H -0.503 2.557 1.916
H 0.772 -2.868 0.528
H 0.303 4.761 1.054
H -1.320 1.264 -0.741
H -2.385 1.422 0.816
H 0.753 -6.049 -1.946
H 0.301 1.618 0.640
H 1.257 3.548 -0.046
H -2.006 2.752 -0.543
H 2.242 -3.480 0.186
H -0.465 4.231 -0.502
H -0.376 -4.614 -0.428
```

Now the Löwdin charges, all in e: 0.038, 0.045, -0.342, -0.138, -0.330, -0.137, 0.096, 0.071, 0.117, 0.091, 0.067, 0.011, 0.073, 0.062, 0.060, 0.075, 0.051, 0.090